C41H107N5O19 | the ωB97M-V functional and the def2-TZVPD basis

Calculated values
calculated total energy	-90592.6156	eV
HOMO	-8.474	eV
Kohn-Sham gap	8.602	eV
E_LUMO	0.1283	eV
molecular weight	974.3	g/mol

Positions of all 172 atoms, in Å:
C -5.820 -0.330 -1.427
C -5.863 0.528 -2.672
O -6.610 -0.039 -3.732
O -7.077 -0.418 -0.776
H -5.225 0.119 -0.622
H -5.323 -1.255 -1.727
H -4.862 0.825 -2.992
H -6.316 1.491 -2.379
H -7.476 -0.190 -3.325
H -7.432 0.456 -0.591
C 5.591 4.600 -3.462
C 6.285 3.707 -2.420
O 5.420 3.070 -1.516
O 4.795 3.918 -4.408
H 6.373 5.239 -3.873
H 4.921 5.259 -2.889
H 6.925 4.408 -1.884
H 6.807 2.959 -3.031
H 4.738 2.539 -1.948
H 4.091 3.509 -3.889
C 5.920 1.214 -8.932
C 4.660 0.863 -8.184
O 4.867 -0.247 -7.313
O 7.134 0.873 -8.225
H 6.057 2.264 -9.202
H 5.943 0.645 -9.875
H 3.822 0.599 -8.826
H 4.528 1.756 -7.555
H 4.009 -0.639 -7.139
H 7.791 0.886 -8.926
C -2.358 1.973 3.942
C -0.908 1.591 3.729
O -0.162 1.557 4.938
O -2.474 3.266 4.521
H -2.930 1.248 4.534
H -2.896 1.996 2.992
H -0.593 2.462 3.145
H -0.863 0.680 3.130
H 0.461 0.828 4.960
H -2.057 3.222 5.389
C 3.131 1.237 -4.223
O 3.166 1.930 -3.005
C 2.487 1.239 -1.951
C 0.947 1.345 -2.098
N 0.265 0.427 -1.197
C -1.079 0.770 -0.743
C -1.607 -0.423 0.069
O -2.956 -0.253 0.390
C -3.458 -0.996 1.449
H 2.236 1.395 -4.831
H 3.279 0.152 -4.188
H 3.957 1.558 -4.862
H 2.799 1.856 -1.103
H 2.984 0.270 -1.857
H 0.717 1.302 -3.164
H 0.674 2.374 -1.828
H 0.775 0.244 -0.339
H -1.716 0.724 -1.634
H -1.190 1.738 -0.250
H -1.032 -0.428 1.013
H -1.274 -1.366 -0.377
H -3.302 -2.070 1.292
H -4.517 -0.751 1.556
H -3.000 -0.682 2.400
C -0.997 -6.181 2.136
O -0.855 -5.093 3.043
C -1.338 -3.851 2.598
C -0.675 -2.781 3.475
N -1.644 -2.161 4.410
C -2.023 -3.046 5.510
C -1.036 -3.213 6.683
O 0.086 -3.875 6.193
C 1.234 -3.954 7.042
H -0.413 -5.895 1.254
H -2.032 -6.367 1.847
H -0.460 -7.001 2.605
H -2.422 -3.720 2.548
H -0.997 -3.659 1.568
H -0.389 -1.929 2.836
H 0.296 -3.050 3.884
H -1.102 -1.414 4.841
H -2.295 -4.054 5.182
H -3.012 -2.751 5.884
H -1.578 -3.821 7.424
H -0.850 -2.245 7.169
H 1.964 -4.567 6.529
H 0.878 -4.291 8.018
H 1.638 -2.947 7.190
C 1.377 5.006 4.051
O 2.183 4.661 2.939
C 1.698 4.874 1.619
C 2.702 4.352 0.605
N 3.622 5.394 0.122
C 4.527 5.858 1.144
C 5.423 7.015 0.649
O 6.557 6.484 0.011
C 7.110 7.348 -0.997
H 0.362 5.129 3.648
H 1.654 5.995 4.430
H 1.503 4.161 4.723
H 1.339 5.894 1.472
H 0.847 4.176 1.590
H 2.110 3.989 -0.238
H 3.299 3.501 0.951
H 4.167 4.981 -0.630
H 5.176 5.149 1.676
H 3.951 6.284 1.972
H 5.791 7.660 1.458
H 4.772 7.648 0.033
H 6.475 7.228 -1.878
H 8.084 6.968 -1.296
H 7.159 8.339 -0.550
C 2.378 -6.032 1.862
O 1.849 -5.619 0.589
C 1.938 -4.187 0.478
C 1.143 -3.673 -0.725
N 1.776 -3.929 -2.004
C 0.996 -3.437 -3.142
C 1.429 -2.012 -3.425
O 0.812 -1.361 -4.512
C -0.569 -1.466 -4.696
H 1.762 -5.609 2.656
H 3.453 -5.847 1.897
H 2.259 -7.112 1.764
H 2.985 -3.871 0.499
H 1.494 -3.732 1.371
H 0.984 -2.623 -0.471
H 0.179 -4.183 -0.587
H 2.188 -4.845 -2.046
H -0.089 -3.523 -3.033
H 1.309 -4.099 -3.952
H 2.502 -1.999 -3.636
H 1.416 -1.363 -2.542
H -0.974 -0.659 -5.317
H -1.203 -1.466 -3.805
H -0.778 -2.317 -5.357
C -7.613 2.854 3.256
O -7.861 1.668 2.529
C -7.524 0.487 3.239
C -8.280 -0.659 2.599
N -9.748 -0.550 2.756
C -10.555 -1.632 2.222
C -10.725 -1.750 0.711
O -9.564 -2.045 -0.016
C -8.794 -3.160 0.434
H -6.527 2.943 3.412
H -8.024 2.924 4.265
H -7.857 3.679 2.592
H -7.761 0.572 4.303
H -6.452 0.274 3.165
H -7.979 -1.596 3.074
H -8.066 -0.743 1.530
H -10.008 0.346 2.356
H -11.545 -1.439 2.648
H -10.277 -2.611 2.627
H -11.052 -0.715 0.531
H -11.626 -2.316 0.451
H -9.310 -4.119 0.524
H -8.347 -2.878 1.386
H -8.043 -3.253 -0.348
C 6.685 -1.301 -3.024
C 5.884 -2.001 -1.937
C 5.729 -3.512 -2.304
O 6.576 -2.114 -0.698
H 7.011 -0.290 -2.771
H 6.045 -1.289 -3.915
H 7.573 -1.757 -3.472
H 4.871 -1.593 -1.864
H 6.750 -3.744 -2.605
H 5.088 -3.590 -3.186
H 5.348 -4.123 -1.494
H 6.697 -1.256 -0.274

Cartesian forces (eV/Å) of the 6 atoms listed first:
C 0.797 1.456 0.773
C -0.196 1.222 0.578
O 0.035 -0.069 0.460
O -0.816 -1.555 -0.749
H 0.897 0.151 -0.812
H -0.875 -0.595 0.528

Mulliken population analysis, charges in e, atoms 1 to 4: 0.004 -0.598 -0.532 -0.410